Record 1
Density functional theory data (wB97M-V/def2-TZVPD) for a cluster of 3 separate species, H6O3 in total in a non-equilibrium geometry.

Element x y z (Å)
1 O 0.44231 1.08911 -0.91350
2 H 0.22470 0.56286 -0.13777
3 H 1.33769 1.26463 -1.20392
4 O 0.91456 0.22681 2.00265
5 H 0.11537 0.54243 2.44570
6 H 1.20023 -0.57805 2.44577
7 O -1.82671 -1.09783 -1.52850
8 H -1.30644 -0.38051 -1.93537
9 H -1.10172 -1.62944 -1.17507

Force components x, y, z for each atom (eV/Å):
O -1.5800 0.5152 -1.1717
H 1.4103 0.0873 0.1365
H 0.1891 -0.6463 1.0205
O -0.1591 0.1429 -0.2040
H 0.2685 -0.2368 0.0618
H -0.1993 0.0745 0.1041
O 0.8640 0.3138 -0.1516
H -0.4790 -0.0235 0.1322
H -0.3145 -0.2271 0.0720

As for the SMILES: O.O.O. Its total energy is -6239.637 eV. Its energy relative to the best compared isomer or geometry (same formula, charge and spin) is 0.6164 eV.

---

Record 2
Density functional theory data (wB97M-V/def2-TZVPD) for an isolated molecule of C21H36N4O.

Element x y z (Å)
1 O -3.35298 -4.43981 0.49005
2 C -3.34806 -3.03157 0.53747
3 C -2.05092 -2.47206 1.11863
4 C -2.07010 -0.93338 1.22301
5 C -1.70468 -0.31039 -0.12862
6 N -0.34535 -0.66571 -0.47429
7 C 0.01370 -0.27571 -1.82656
8 C 1.31553 -0.89638 -2.21554
9 C 1.64739 -2.25087 -2.02034
10 N 2.85939 -2.51842 -2.45687
11 N 3.32259 -1.36647 -2.93484
12 C 2.43648 -0.34706 -2.81470
13 C 2.77871 1.02307 -3.29977
14 C 2.82757 2.03571 -2.14836
15 C 3.22603 3.41348 -2.66791
16 C 2.25147 3.88247 -3.74415
17 C 2.20353 2.87931 -4.89272
18 C 1.80125 1.49946 -4.38141
19 C 0.55017 -0.10220 0.51443
20 C 0.21350 -0.65359 1.89421
21 N -1.17336 -0.37106 2.22423
22 C -1.47681 -0.69757 3.60974
23 C -2.95643 -0.55867 3.97879
24 C -2.91763 -0.39472 5.49318
25 C -1.76096 0.58135 5.70789
26 C -0.76947 0.28612 4.56969
27 H -2.58672 -4.72986 -0.01779
28 H -4.19780 -2.76167 1.17017
29 H -3.52347 -2.61913 -0.46684
30 H -1.90946 -2.90808 2.10923
31 H -1.21122 -2.76837 0.48592
32 H -3.08443 -0.61009 1.47501
33 H -2.37891 -0.68871 -0.90004
34 H -1.83314 0.78530 -0.06120
35 H 0.05717 0.82223 -1.93448
36 H -0.77258 -0.64555 -2.49524
37 H 1.04332 -3.01427 -1.57472
38 H 4.24649 -1.32387 -3.33526
39 H 3.78008 0.97578 -3.74803
40 H 1.84769 2.09579 -1.67312
41 H 3.54147 1.69711 -1.39394
42 H 3.24210 4.12757 -1.84209
43 H 4.23377 3.36662 -3.08807
44 H 2.55424 4.86239 -4.11850
45 H 1.25400 3.98364 -3.31030
46 H 1.49138 3.21286 -5.65012
47 H 3.18804 2.82057 -5.36337
48 H 1.79103 0.78173 -5.20479
49 H 0.79303 1.54343 -3.96771
50 H 1.57675 -0.36985 0.25443
51 H 0.46874 1.00091 0.53938
52 H 0.85391 -0.16729 2.63170
53 H 0.42931 -1.73416 1.91675
54 H -1.15157 -1.72579 3.85624
55 H -3.55212 -1.41530 3.66821
56 H -3.35935 0.34558 3.52120
57 H -3.85808 -0.02489 5.89932
58 H -2.69488 -1.35485 5.96183
59 H -1.30392 0.46170 6.68939
60 H -2.12635 1.60571 5.63208
61 H -0.52536 1.19725 4.02499
62 H 0.15629 -0.13983 4.95453

Force components x, y, z for each atom (eV/Å):
O 0.0781 -0.4479 -0.0689
C 0.2061 0.3720 0.0238
C -0.3406 0.1228 0.0478
C -0.1002 -0.1475 -0.3000
C -0.2321 -0.0424 0.1230
N -0.0384 0.0988 -0.0623
C -0.0083 0.0042 -0.0725
C 0.2207 0.2382 -0.1981
C 0.1876 0.2936 -0.1734
N 0.3223 -0.7780 0.0500
N -0.1424 0.2752 -0.0089
C -0.0933 -0.0944 0.0362
C -0.3379 0.0087 0.1671
C 0.3784 0.0507 -0.1595
C -0.3034 0.0540 0.1399
C 0.3091 0.0093 -0.1444
C -0.3169 0.0476 0.1264
C 0.3757 0.0401 -0.2191
C 0.1877 -0.1394 0.2750
C 0.1015 0.2171 -0.1657
N 0.0199 0.0335 0.0438
C -0.0526 0.1921 -0.0069
C 0.1595 -0.2295 0.0874
C -0.0681 0.0904 -0.0684
C 0.0283 -0.0638 0.1290
C 0.1071 -0.1261 0.0583
H -0.0740 0.0106 0.0475
H 0.0423 0.0758 -0.0611
H -0.0573 0.0368 0.1133
H 0.0325 -0.0717 0.0179
H 0.0160 -0.0875 0.0609
H 0.0368 0.0023 -0.0303
H 0.0055 0.0173 -0.0304
H -0.0195 -0.0586 -0.0253
H -0.0734 -0.0570 -0.0247
H -0.0076 0.1387 0.0595
H -0.1144 -0.2249 0.1261
H -0.1391 -0.0293 0.0707
H -0.0122 0.0169 -0.0010
H -0.0696 -0.0373 0.0693
H -0.0613 -0.0412 0.0518
H 0.0916 0.0158 -0.0036
H 0.0841 0.0308 0.0092
H -0.0768 0.0469 0.0246
H -0.0735 0.0559 0.0229
H 0.0612 0.0007 -0.0719
H 0.0431 0.0070 -0.0767
H -0.0748 -0.0445 0.0324
H -0.0894 -0.0421 0.0342
H -0.0196 0.0559 0.0262
H 0.0163 -0.0298 -0.0213
H 0.0096 -0.0480 0.0020
H 0.0357 0.0153 0.0343
H -0.0659 0.0470 -0.0247
H -0.1017 -0.0128 -0.1025
H -0.0523 0.0759 -0.0964
H -0.0396 -0.0688 0.0590
H -0.0340 -0.0512 0.0402
H -0.0189 0.0966 0.0429
H 0.0037 0.0365 0.0413
H 0.0748 -0.0037 -0.0658
H 0.0739 0.0462 -0.0104

As for the SMILES: OCC[C@@H]1CN(Cc2cn[nH]c2C2CCCCC2)CCN1C1CCCC1. Its total energy is -30369.280 eV. Its energy relative to the best compared isomer or geometry (same formula, charge and spin) is 0.0410 eV.

---

- Which value of energy relative to the best compared isomer or geometry (same formula, charge and spin) does entry 1 give?
  0.6164 eV